[1]
Below is a single C4H9NO3 molecule in a non-equilibrium geometry, with properties calculated with ωB97M-V/def2-TZVPD.

Its highest occupied orbital energy is -0.3342 Ha. Its SMILES is CO[C@H](CN)C(=O)O. The value obtained for the gap between HOMO and LUMO is 9.74 eV. Its energy above the lowest of the compared OMol25 structures with the same formula, charge and spin is 201.1 kJ/mol.

XYZ file:
```
17
C4H9NO3 ωB97M-V/def2-TZVPD
C 0.071 2.212 -0.661
O -0.817 1.069 -0.430
C -0.069 -0.064 0.134
C 0.350 -1.156 -0.865
N 1.311 -2.116 -0.236
C -1.095 -0.618 1.259
O -1.011 -1.720 1.740
O -1.919 0.284 1.617
H -0.559 3.097 -0.874
H 0.806 2.044 -1.402
H 0.470 2.590 0.339
H 0.885 0.253 0.740
H -0.435 -1.688 -1.354
H 0.951 -0.704 -1.672
H 2.141 -1.694 0.306
H 0.896 -2.796 0.428
H -1.975 1.007 0.932
```



[2]
Below is a 6-piece molecular cluster, C32H60Cl10O8S overall in a non-equilibrium geometry, with properties calculated with ωB97M-V/def2-TZVPD.

Its highest occupied orbital energy is -0.3781 Ha. Its SMILES is CCCCCCCCCCCCCCCC[C@@]1(O)CCS(=O)(=O)O[C@]1(CC(=O)OC(C)=O)OCCC.ClCCl.ClCCl.ClCCl.ClCCl.ClCCl. The value obtained for the gap between HOMO and LUMO is 10.24 eV.

XYZ file:
```
111
C32H60Cl10O8S ωB97M-V/def2-TZVPD
C -1.644 -5.082 4.562
C -1.634 -3.459 4.712
C -0.200 -2.971 4.115
C 0.552 -1.964 5.131
C 2.116 -2.265 5.325
C 3.054 -1.745 4.128
C 2.695 -0.222 3.662
C 3.989 0.661 3.321
C 3.744 2.251 3.401
C 2.211 2.708 3.284
C 1.556 2.441 1.826
C -0.007 2.832 1.800
C -0.958 1.817 2.613
C -0.981 0.313 1.973
C -2.210 0.219 0.949
C -1.952 -0.756 -0.319
C -1.129 -0.013 -1.522
O -0.936 1.417 -1.239
C 0.347 -0.672 -1.370
C 1.406 -0.242 -2.492
S 0.537 -0.661 -4.103
O 1.422 -0.007 -5.163
O 0.553 -2.125 -4.419
O -0.883 0.137 -4.109
C -1.802 -0.121 -2.970
C -2.327 -1.651 -3.248
C -2.667 -1.911 -4.785
O -2.187 -2.892 -5.384
O -3.574 -1.063 -5.526
C -2.891 -0.322 -6.546
C -3.001 1.294 -6.470
O -2.258 -0.845 -7.499
O -2.824 0.835 -3.285
C -3.877 1.042 -2.347
C -5.165 0.031 -2.484
C -5.663 -0.549 -1.057
H -1.250 -5.289 3.495
H -0.974 -5.541 5.363
H -2.734 -5.425 4.606
H -2.524 -3.005 4.136
H -1.773 -3.148 5.810
H 0.494 -3.862 3.917
H -0.439 -2.495 3.097
H 0.060 -2.081 6.170
H 0.307 -0.898 4.790
H 2.445 -1.867 6.361
H 2.227 -3.416 5.394
H 4.149 -1.781 4.495
H 2.919 -2.471 3.257
H 2.136 0.235 4.562
H 2.044 -0.321 2.731
H 4.840 0.426 4.072
H 4.430 0.392 2.284
H 4.341 2.750 2.546
H 4.166 2.705 4.386
H 1.509 2.222 4.043
H 2.175 3.842 3.454
H 1.786 1.405 1.405
H 2.085 3.192 1.117
H -0.376 3.011 0.717
H -0.076 3.874 2.303
H -2.019 2.293 2.616
H -0.547 1.728 3.691
H -1.093 -0.394 2.863
H 0.052 0.164 1.514
H -3.075 -0.286 1.535
H -2.598 1.252 0.666
H -2.982 -1.123 -0.637
H -1.380 -1.678 0.080
H -0.718 1.896 -2.070
H 0.829 -0.501 -0.352
H 0.191 -1.815 -1.477
H 2.333 -0.907 -2.410
H 1.671 0.881 -2.453
H -3.244 -1.933 -2.627
H -1.469 -2.318 -2.848
H -3.956 1.564 -5.888
H -3.109 1.767 -7.503
H -2.118 1.710 -5.868
H -4.346 2.069 -2.627
H -3.574 1.201 -1.244
H -4.969 -0.798 -3.267
H -6.074 0.610 -2.910
H -6.783 -0.807 -1.185
H -5.607 0.256 -0.250
H -5.124 -1.531 -0.797
Cl -4.200 -3.679 0.912
C -3.635 -4.259 -0.659
Cl -4.938 -4.241 -1.851
H -2.829 -3.612 -1.006
H -3.268 -5.278 -0.550
Cl -2.295 5.511 1.280
C -3.114 4.210 0.411
Cl -4.165 3.288 1.489
H -3.714 4.642 -0.389
H -2.366 3.538 -0.010
Cl 4.480 5.221 4.609
C 4.989 5.310 6.300
Cl 5.424 3.714 6.921
H 5.854 5.967 6.375
H 4.169 5.710 6.895
Cl 4.502 -2.539 -6.181
C 3.986 -0.995 -6.871
Cl 5.341 -0.152 -7.635
H 3.218 -1.181 -7.620
H 3.581 -0.370 -6.077
Cl 9.461 1.050 -4.927
C 8.624 1.285 -6.466
Cl 8.313 2.999 -6.768
H 9.244 0.891 -7.270
H 7.674 0.752 -6.438
```



[3]
Below is a single C9H10ClNO2 molecule in a non-equilibrium geometry, with properties calculated with ωB97M-V/def2-TZVPD.

Its highest occupied orbital energy is -0.3073 Ha. Its SMILES is C/C=[N+](\[O-])O[C@@H]1C=CC=C/C1=C\Cl. The value obtained for the gap between HOMO and LUMO is 7.93 eV. Its energy above the lowest of the compared OMol25 structures with the same formula, charge and spin is 622.4 kJ/mol.

XYZ file:
```
23
C9H10ClNO2 ωB97M-V/def2-TZVPD
C -1.179 1.467 2.737
C -0.258 1.124 1.669
N 0.642 0.211 1.688
O 0.803 -0.799 2.414
O 1.316 0.143 0.491
C 0.823 -1.019 -0.184
C 1.912 -1.337 -1.190
C 1.788 -0.714 -2.406
C 0.595 -0.005 -2.857
C -0.535 0.091 -2.074
C -0.493 -0.606 -0.835
C -1.527 -0.572 0.043
Cl -3.057 0.068 -0.331
H -1.125 0.921 3.611
H -0.976 2.467 3.052
H -2.231 1.323 2.288
H -0.331 1.726 0.786
H 0.713 -1.721 0.635
H 2.862 -1.796 -0.972
H 2.608 -0.828 -3.152
H 0.613 0.553 -3.808
H -1.365 0.683 -2.352
H -1.597 -1.380 0.747
```



[4]
Below is C33H38N6OPdS3 as an isolated structure, with properties calculated with ωB97M-V/def2-TZVPD.

Its highest occupied orbital energy (alpha / beta) is -0.4916 / -0.5061 Ha. As for the net charge: +2. Its multiplicity is 5. The value obtained for the gap between HOMO and LUMO (alpha / beta) is 9.07 / 6.07 eV. Its energy above the lowest of the compared OMol25 structures with the same formula, charge and spin is 25.9 kJ/mol.

XYZ file:
```
82
C33H38N6OPdS3 ωB97M-V/def2-TZVPD
Pd -0.337 -0.233 0.116
C 1.713 -0.894 -2.149
N 0.332 -1.322 -1.786
C 0.334 -2.769 -1.429
C -0.463 -3.135 -0.177
N -0.120 -2.302 0.999
C 1.262 -2.552 1.470
C -1.037 -2.429 2.106
C -1.594 -3.643 2.447
C -2.390 -3.760 3.587
C -2.616 -2.666 4.415
C -2.067 -1.444 4.088
C -1.305 -1.290 2.912
S -0.831 0.296 2.477
C -0.551 -0.895 -2.852
C -0.852 -1.697 -3.930
C -1.612 -1.207 -4.991
C -2.055 0.112 -5.009
C -1.734 0.942 -3.959
C -1.008 0.454 -2.849
S -0.772 1.525 -1.540
H 2.047 -1.427 -3.043
H 2.385 -1.098 -1.320
H 1.727 0.176 -2.336
H 1.374 -3.063 -1.301
H -0.057 -3.386 -2.235
H -0.263 -4.194 0.021
H -1.527 -3.022 -0.367
H 1.391 -3.604 1.740
H 1.461 -1.936 2.343
H 1.975 -2.287 0.692
H -1.402 -4.523 1.849
H -2.811 -4.724 3.840
H -3.214 -2.772 5.309
H -2.236 -0.575 4.711
H -0.487 -2.712 -3.990
H -1.832 -1.860 -5.825
H -2.626 0.487 -5.846
H -2.048 1.977 -3.953
C -6.925 0.967 -1.346
C -7.128 0.010 -0.173
C -7.708 -1.337 -0.607
C -5.898 -0.093 0.723
N -4.651 -0.531 0.058
C -4.407 -1.218 -1.064
N -3.109 -1.354 -1.206
N -2.579 -0.733 -0.141
N -3.488 -0.241 0.623
H -7.867 1.118 -1.872
H -6.209 0.584 -2.076
H -6.572 1.943 -1.007
H -7.865 0.466 0.495
H -7.154 -1.801 -1.424
H -8.726 -1.197 -0.970
H -7.750 -2.044 0.222
H -6.078 -0.784 1.548
H -5.661 0.883 1.142
H -5.154 -1.598 -1.736
O 1.708 0.673 0.356
S 2.644 0.737 1.561
C 4.189 1.299 0.899
C 4.219 2.201 -0.156
C 5.450 2.627 -0.624
C 6.622 2.159 -0.037
C 6.573 1.257 1.015
C 5.346 0.812 1.487
C 2.111 2.164 2.479
C 2.438 2.228 3.825
C 2.033 3.333 4.560
C 1.302 4.340 3.947
C 0.969 4.253 2.600
C 1.374 3.159 1.853
H 3.299 2.556 -0.601
H 5.499 3.330 -1.445
H 7.579 2.501 -0.407
H 7.487 0.891 1.463
H 5.292 0.099 2.301
H 3.001 1.429 4.294
H 2.284 3.403 5.609
H 0.986 5.200 4.524
H 0.397 5.043 2.132
H 1.120 3.070 0.804
```



[5]
Below is C22H43DyN2P3Se as an isolated structure in a non-equilibrium geometry, with properties calculated with ωB97M-V/def2-TZVPD.

Its highest occupied orbital energy (alpha / beta) is -0.6066 / -0.6067 Ha. As for the net charge: +3. Its multiplicity is 6. The value obtained for the gap between HOMO and LUMO (alpha / beta) is 6.50 / 6.29 eV.

XYZ file:
```
72
C22H43DyN2P3Se ωB97M-V/def2-TZVPD
Dy -0.776 -0.268 0.091
P -1.403 -2.617 1.180
P 1.672 -0.669 2.138
P 1.598 -1.771 -1.110
H -3.415 2.581 -4.230
C -3.207 1.527 -4.432
C -2.745 0.667 -3.508
H -2.247 0.964 -2.580
C -2.886 -2.365 2.194
C -0.448 -3.815 2.128
C -2.034 -3.594 -0.234
C 3.035 0.561 2.177
C 1.169 -0.463 3.888
C 2.731 -2.155 2.382
C 1.259 -1.760 -2.916
C 1.887 -3.568 -0.866
C 3.353 -1.215 -1.179
H -3.439 1.198 -5.451
H -2.892 -0.411 -3.671
H -3.546 -1.587 1.764
H -2.586 -2.068 3.217
H -3.419 -3.333 2.220
H -0.056 -3.342 3.040
H 0.368 -4.211 1.508
H -1.149 -4.618 2.392
H -2.483 -2.944 -1.002
H -2.800 -4.256 0.183
H -1.220 -4.181 -0.677
H 3.663 0.353 3.057
H 2.619 1.572 2.271
H 3.651 0.499 1.269
H 2.078 -0.435 4.507
H 0.539 -1.303 4.206
H 0.616 0.476 4.007
H 3.303 -2.001 3.307
H 3.438 -2.297 1.557
H 2.112 -3.051 2.497
H 2.116 -2.212 -3.439
H 1.125 -0.727 -3.262
H 0.350 -2.334 -3.149
H 2.480 -3.953 -1.706
H 0.929 -4.098 -0.833
H 2.429 -3.757 0.067
H 3.827 -1.692 -2.049
H 3.910 -1.497 -0.276
H 3.418 -0.125 -1.303
C 1.133 2.675 -2.583
C -0.145 2.989 -3.035
C -0.330 3.285 -4.387
C 0.791 3.478 -5.204
C 2.087 3.330 -4.676
C 2.260 2.885 -3.365
Se 1.417 1.599 -0.898
H 0.161 1.048 -1.485
H -0.995 2.865 -2.382
H -1.334 3.309 -4.794
H 0.675 3.766 -6.253
H 2.965 3.540 -5.294
H 3.252 2.674 -2.943
N -3.053 4.253 4.154
C -2.477 3.325 3.337
C -2.317 1.990 3.779
C -1.819 1.046 2.909
N -1.505 1.352 1.611
C -1.529 2.670 1.222
C -2.046 3.656 2.033
H -3.409 4.030 5.074
H -3.217 5.215 3.844
H -2.612 1.712 4.795
H -1.637 0.020 3.232
H -1.095 2.900 0.252
H -2.145 4.683 1.683
```



[6]
Below is a single C5H9Cl molecule in a non-equilibrium geometry, with properties calculated with ωB97M-V/def2-TZVPD.

Its highest occupied orbital energy is -0.3641 Ha. Its SMILES is C[C@@H]1C[C@@]1(C)Cl. The value obtained for the gap between HOMO and LUMO is 10.92 eV. Its energy above the lowest of the compared OMol25 structures with the same formula, charge and spin is 131.2 kJ/mol.

XYZ file:
```
15
C5H9Cl ωB97M-V/def2-TZVPD
C -2.316 -0.108 -0.657
C -1.075 -0.708 -0.154
C -0.500 -0.606 1.240
C 0.114 0.186 0.192
C 0.035 1.717 0.152
Cl 1.882 -0.337 -0.332
H -2.490 -0.669 -1.570
H -3.240 -0.277 -0.041
H -2.211 0.972 -0.748
H -0.839 -1.683 -0.584
H -0.015 -1.556 1.425
H -1.046 -0.164 2.070
H -0.727 2.214 0.857
H 1.106 1.954 0.538
H -0.087 2.051 -0.954
```



[7]
Below is C8H15ClLi2NO8 as an isolated structure in a non-equilibrium geometry, with properties calculated with ωB97M-V/def2-TZVPD.

Its highest occupied orbital energy (alpha / beta) is -0.0102 / -0.0003 Ha. As for the net charge: -2. Its multiplicity is 2. The value obtained for the gap between HOMO and LUMO (alpha / beta) is 4.50 / 3.57 eV.

XYZ file:
```
35
C8H15ClLi2NO8 ωB97M-V/def2-TZVPD
Li 1.811 -0.073 -2.021
Li 0.079 -1.826 -3.494
Cl 2.939 2.134 -2.045
C 2.673 -2.419 -1.977
O 1.452 -2.345 -1.983
O 3.340 -1.439 -1.857
O 3.121 -3.531 -1.822
C -0.220 0.438 -4.302
O -0.441 1.548 -4.581
O -1.040 -0.460 -4.482
O 0.880 0.133 -3.821
C 1.560 2.438 3.702
O 1.631 1.295 2.827
C 0.616 1.106 1.831
C 0.867 -0.095 1.003
N 0.383 -0.092 -0.378
C -1.014 0.332 -0.541
C -2.166 -0.574 -0.076
O -2.505 -0.251 1.363
C -3.498 -1.076 1.941
H 2.482 2.490 4.282
H 0.696 2.280 4.347
H 1.496 3.394 3.181
H 0.844 1.941 1.168
H -0.410 1.207 2.183
H 0.454 -0.966 1.511
H 1.946 -0.242 1.049
H 0.500 -1.018 -0.763
H -1.166 0.438 -1.615
H -1.152 1.292 -0.045
H -1.827 -1.605 -0.176
H -3.058 -0.554 -0.702
H -4.041 -0.596 2.755
H -3.011 -1.955 2.364
H -4.221 -1.351 1.173
```



[8]
Below is C41H29ClN4O5PV as an isolated structure in a non-equilibrium geometry, with properties calculated with ωB97M-V/def2-TZVPD.

Its highest occupied orbital energy (alpha / beta) is -0.2408 / -0.2858 Ha. Its multiplicity is 3. The value obtained for the gap between HOMO and LUMO (alpha / beta) is 5.90 / 6.95 eV. Its energy above the lowest of the compared OMol25 structures with the same formula, charge and spin is 153.6 kJ/mol.

XYZ file:
```
82
C41H29ClN4O5PV ωB97M-V/def2-TZVPD
V 0.156 0.064 0.178
Cl 5.894 4.964 1.028
C 4.448 4.101 0.595
C 3.351 4.808 0.093
C 2.207 4.141 -0.267
C 2.077 2.743 -0.091
O 0.986 2.102 -0.384
C 3.219 2.048 0.384
C 3.203 0.631 0.415
N 2.168 -0.099 0.175
C 2.319 -1.488 0.131
C 3.147 -2.216 0.955
C 3.236 -3.611 0.828
C 2.482 -4.276 -0.099
C 1.604 -3.566 -0.945
C 0.746 -4.188 -1.879
C -0.075 -3.416 -2.651
C -0.037 -2.018 -2.510
N 0.738 -1.398 -1.655
C 1.535 -2.155 -0.853
C 4.394 2.741 0.720
H 3.414 5.883 -0.016
H 1.373 4.687 -0.676
H 4.165 0.139 0.568
H 3.701 -1.710 1.736
H 3.903 -4.155 1.484
H 2.538 -5.354 -0.185
H 0.746 -5.268 -1.956
H -0.751 -3.866 -3.365
H -0.664 -1.390 -3.133
H 5.258 2.194 1.078
O 0.366 -0.241 2.069
C -0.370 -0.888 2.836
C -1.572 -1.559 2.468
C -2.445 -2.050 3.440
C -3.654 -2.585 3.069
C -4.036 -2.641 1.715
C -3.172 -2.225 0.743
C -1.896 -1.706 1.078
O -1.056 -1.420 0.159
N -4.553 -3.094 4.084
O -4.191 -3.046 5.249
O -5.627 -3.545 3.724
H -0.077 -0.919 3.891
H -2.194 -1.999 4.492
H -5.016 -3.021 1.465
H -3.426 -2.273 -0.307
N -1.244 1.143 0.218
P -1.267 2.641 -0.289
C -0.940 2.884 -2.084
C -1.230 1.746 -2.837
C -1.127 1.774 -4.220
C -0.740 2.941 -4.862
C -0.444 4.072 -4.118
C -0.543 4.045 -2.734
C -3.050 3.146 -0.264
C -3.826 2.726 0.814
C -5.123 3.187 0.972
C -5.661 4.083 0.058
C -4.903 4.496 -1.026
C -3.605 4.030 -1.186
C -0.757 3.872 0.964
C -0.181 3.382 2.131
C 0.082 4.242 3.187
C -0.226 5.590 3.081
C -0.800 6.080 1.917
C -1.077 5.223 0.864
H -1.555 0.854 -2.316
H -1.360 0.889 -4.800
H -0.680 2.972 -5.943
H -0.140 4.983 -4.618
H -0.312 4.943 -2.173
H -3.396 2.028 1.523
H -5.719 2.854 1.813
H -6.668 4.458 0.190
H -5.320 5.183 -1.753
H -3.029 4.353 -2.042
H 0.057 2.328 2.194
H 0.529 3.864 4.098
H -0.023 6.262 3.905
H -1.047 7.132 1.836
H -1.541 5.608 -0.036
```



[9]
Below is a 2-piece molecular cluster, C9H20N4 overall in a non-equilibrium geometry, with properties calculated with ωB97M-V/def2-TZVPD.

Its highest occupied orbital energy (alpha / beta) is -0.5680 / -0.4942 Ha. As for the net charge: +2. The value obtained for the gap between HOMO and LUMO (alpha / beta) is 8.19 / 4.26 eV. Its energy above the lowest of the compared OMol25 structures with the same formula, charge and spin is 394.2 kJ/mol.

XYZ file:
```
33
C9H20N4 ωB97M-V/def2-TZVPD
C 0.378 -2.708 0.683
C -0.131 0.513 -3.063
C 0.402 0.815 1.736
C 1.597 -4.584 1.906
C -0.235 2.754 2.892
C -1.049 0.442 3.688
C -1.068 1.044 -5.274
C -0.045 2.816 -3.727
C -0.054 -1.328 0.650
N 1.209 -3.249 1.591
N -0.258 1.334 2.748
N 0.332 -0.433 1.512
N -0.411 1.369 -3.937
H -0.081 -3.382 -0.116
H -0.193 -0.576 -3.112
H 1.023 1.571 1.128
H 1.271 -4.899 2.897
H 2.776 -4.801 1.995
H 1.269 -5.416 1.198
H 0.268 2.910 3.812
H 0.071 3.315 2.006
H -1.190 3.169 3.260
H -1.909 0.114 3.175
H -0.396 -0.393 3.859
H -1.044 0.790 4.690
H -2.078 1.427 -5.194
H -0.768 -0.016 -5.456
H -0.708 1.641 -6.045
H 0.942 2.984 -4.222
H -0.233 3.148 -2.774
H -0.717 3.262 -4.470
H -0.619 -1.137 -0.269
H 1.649 -2.494 2.233
```